[1]
Below is one molecule with the formula C20H15F3N2O4, with properties calculated with the ωB97M-V functional and the def2-TZVPD basis.

Properties
Charge: 0
HOMO-LUMO gap: 8.7 eV
LUMO level: 0.271 eV
HOMO: -8.39 eV

```
44
Properties=species:S:1:pos:R:3:forces:R:3:mulliken_charge:R:1
C -3.9557 -3.7413 -3.2133 0.04 -0.37 -0.25 -0.721
H -3.8661 -3.6585 -4.2985 -0.03 -0.03 0.09 0.319
H -4.9993 -3.8160 -2.9188 0.05 0.03 -0.01 0.231
H -3.3974 -4.6188 -2.8822 -0.09 0.06 -0.04 0.304
O -3.4499 -2.5709 -2.5858 -0.01 0.32 0.26 -0.321
C -2.1385 -2.3492 -2.7444 0.35 -0.09 -0.12 0.259
O -1.4246 -3.0831 -3.3840 -0.09 -0.10 0.01 -0.596
C -1.6298 -1.1501 -2.0351 0.52 -0.08 0.08 0.386
C -0.3028 -1.2012 -1.7220 -0.63 -0.58 -0.50 -0.044
N 0.3154 -0.2037 -1.0613 0.07 0.14 0.43 0.536
C -0.3115 0.9818 -0.6729 0.45 0.01 0.17 0.247
O 0.3590 1.8326 -0.1033 -0.15 0.07 -0.04 -0.764
C -1.7143 1.0703 -1.0169 -0.52 -0.06 -0.15 0.094
C -2.3969 2.2403 -0.6609 0.06 0.00 0.00 -0.561
C -3.7266 2.3917 -0.9670 0.11 0.07 0.07 -0.593
C -4.3939 1.3712 -1.6429 0.09 -0.09 -0.03 -0.612
C -3.7415 0.2130 -1.9962 -0.22 0.04 -0.05 -0.775
C -2.3873 0.0225 -1.6850 0.14 0.30 0.23 0.861
H -4.2762 -0.5630 -2.5164 -0.03 0.01 0.00 0.496
H -5.4375 1.4915 -1.8937 -0.09 -0.01 -0.03 0.424
H -4.2519 3.2934 -0.6922 -0.02 0.08 0.03 0.408
H -1.8422 3.0095 -0.1454 0.03 0.07 0.04 0.462
N 1.6582 -0.2703 -0.7131 0.04 0.72 -0.35 -0.768
C 2.2259 -1.3500 -0.0913 0.26 0.07 0.02 0.504
O 1.7426 -2.4525 -0.0738 -0.20 -0.34 0.10 -0.606
C 3.5782 -0.9877 0.5188 -0.13 -0.16 0.00 -1.092
C 3.4161 0.1807 1.4489 0.12 0.13 0.14 0.416
C 3.8163 1.4606 1.0794 0.03 -0.08 0.09 -0.273
C 3.5939 2.5410 1.9147 -0.04 0.06 0.00 -0.671
C 2.9616 2.3636 3.1324 -0.05 -0.14 0.06 -0.767
C 2.5655 1.0875 3.5058 -0.02 0.00 0.04 0.196
C 2.7864 -0.0001 2.6733 0.04 0.22 0.01 -0.547
H 2.4637 -0.9851 2.9770 -0.03 -0.13 0.04 0.475
C 1.8603 0.8498 4.8108 -0.22 -0.11 0.30 0.896
F 2.4031 -0.1679 5.5040 0.17 -0.13 -0.09 -0.263
F 0.5648 0.5267 4.6343 -0.06 -0.01 -0.20 -0.250
F 1.8762 1.9127 5.6260 0.12 0.26 -0.08 -0.286
H 2.7774 3.2015 3.7857 -0.01 0.05 0.06 0.476
H 3.9074 3.5280 1.6132 0.04 0.10 -0.04 0.412
H 4.3108 1.6132 0.1305 0.06 0.00 -0.11 0.459
H 3.9417 -1.8678 1.0499 -0.05 0.01 -0.12 0.348
H 4.2723 -0.7484 -0.2881 0.03 -0.03 0.02 0.351
H 1.9547 0.6684 -0.4280 -0.15 -0.34 -0.07 0.351
H 0.2926 -2.0660 -1.9725 0.02 0.08 0.00 0.600
```
Forces are in eV/Å.



[2]
Below is C20H16AgN8O2 as an isolated structure in a non-equilibrium geometry, with properties calculated with the ωB97M-V functional and the def2-TZVPD basis.

Properties
Charge: -1
HOMO-LUMO gap: 7.0 eV
LUMO level: 2.603 eV
HOMO: -4.44 eV

```
47
Properties=species:S:1:pos:R:3:forces:R:3:mulliken_charge:R:1
Ag 0.8101 0.1731 -1.1271 -0.37 0.21 0.22 0.189
O -1.0942 -3.8135 -0.4701 1.46 0.88 -1.22 -0.823
C -0.4578 -2.8132 -0.9439 -1.60 0.27 1.65 0.286
N -0.8673 -1.5528 -1.0008 -0.47 -0.17 -0.11 -0.027
C -2.1672 -1.1654 -0.6141 0.35 0.48 -1.21 0.670
C -3.3083 -1.9543 -0.7247 0.61 -0.79 0.86 -0.638
C -4.5720 -1.5109 -0.3484 0.29 -1.14 -1.27 -0.654
C -4.7941 -0.2336 0.0208 1.46 2.20 0.72 -0.863
C -3.6772 0.6304 0.0233 0.02 -0.02 0.71 -0.329
C -2.3870 0.2160 -0.3051 -0.55 0.05 -0.39 -0.445
N -1.3249 1.1174 -0.3516 0.85 0.02 -0.32 -0.079
C -1.4482 2.4273 -0.5404 1.45 -0.85 0.10 0.421
O -2.4344 3.1408 -0.5986 -0.63 0.82 -0.30 -0.785
C -0.0257 3.1608 -0.5985 -0.47 -1.69 0.75 0.350
C -0.0959 4.5399 -0.5424 0.22 1.19 -0.79 -0.602
C 1.0857 5.2559 -0.4024 -0.41 -1.58 -0.58 -0.356
C 2.2885 4.5445 -0.4065 0.25 2.27 0.27 -0.415
C 2.2919 3.1894 -0.4241 -1.65 -1.13 -0.11 -0.528
N 1.1358 2.4456 -0.4961 0.13 1.84 -0.40 0.086
C 1.0356 -2.9220 -1.1963 0.71 -2.07 0.32 0.522
C 1.6399 -4.2226 -1.0756 -1.14 2.28 -0.47 -0.799
C 2.9842 -4.2329 -0.9698 2.05 -2.11 0.19 -0.109
C 3.7346 -3.1107 -1.0204 1.60 1.57 -0.17 -0.480
C 3.1133 -1.9268 -1.2940 1.73 1.14 0.10 -0.035
N 1.7984 -1.8429 -1.3459 -0.69 0.63 -0.19 -0.192
H -3.1359 -3.0048 -0.9448 -0.22 0.24 -0.20 0.388
H -5.3682 -2.1859 -0.5441 -0.78 -0.57 0.30 0.367
H -5.7144 0.1733 0.3908 -0.55 -0.15 -0.13 0.374
H -3.6813 1.6545 0.3834 -0.73 -0.13 -0.26 0.400
H -1.0465 5.0603 -0.7895 0.64 -0.70 0.77 0.328
H 1.0391 6.3102 -0.3731 0.23 1.02 0.03 0.433
H 3.2198 5.1354 -0.4126 -0.37 -0.64 0.21 0.316
H 3.2408 2.7088 -0.3376 0.26 -0.81 -0.13 0.430
H 1.0234 -5.0766 -1.0980 -0.61 -0.77 0.24 0.497
H 3.6937 -5.0659 -0.8766 -1.28 -0.66 0.11 0.297
H 4.8279 -3.1546 -0.8870 -0.68 0.07 -0.15 0.335
H 3.7809 -1.0164 -1.4256 -1.39 -0.91 0.11 0.297
N 0.2785 1.0100 2.0026 -4.25 -2.18 -1.53 -0.418
C 0.1703 -0.3162 2.3497 4.01 1.93 1.99 0.440
N -0.8283 -1.1312 2.0985 -1.78 2.15 -1.41 -0.250
N 1.1862 -0.7964 3.0886 -0.78 -1.22 0.03 -0.798
C 2.2344 -0.0894 3.4172 0.04 0.27 -0.37 0.609
N 3.2088 0.4842 3.7033 -0.23 -0.06 0.00 -0.676
H -0.2863 1.2073 1.1412 0.54 0.26 0.68 0.492
H 1.1278 1.4572 2.1276 1.82 0.62 0.31 0.311
H -1.5816 -0.8307 1.4385 0.92 -0.72 0.88 0.193
H -0.6530 -2.0727 2.3002 0.02 -1.37 0.13 0.272
```
Forces are in eV/Å.



[3]
Below is C20H16As2Cl5N2OPtS2 as an isolated structure in a non-equilibrium geometry, with properties calculated with the ωB97M-V functional and the def2-TZVPD basis.

Properties
Charge: +1
HOMO-LUMO gap (spin up / spin down): 5.4 / 5.2 eV
LUMO level (spin up / spin down): -3.311 / -6.541 eV
HOMO (spin up / spin down): -8.72 / -11.70 eV
Spin multiplicity: 5
ΔE to the lowest compared entry with this formula, charge and spin: 1.521 eV
<S²>: 6.0710

```
49
Properties=species:S:1:pos:R:3:forces:R:3:mulliken_charge:R:1
Pt 0.2314 0.1562 0.9593 -0.60 -1.42 -0.24 0.885
Cl 2.3455 6.9017 0.8172 -0.68 -0.10 0.58 -0.113
C 1.4590 5.4814 1.1904 0.64 0.69 1.34 0.329
C 1.5235 4.4764 0.2347 -0.27 -0.29 -0.37 0.311
Cl 2.0196 4.7586 -1.3403 0.70 0.61 -0.90 -0.168
C 1.0927 3.2242 0.5269 0.30 -0.56 -0.52 0.789
Cl 1.3669 1.9553 -0.6014 0.02 0.73 -0.17 -0.342
C 0.3918 2.9778 1.7064 -2.25 -2.18 1.63 -0.585
O -0.2581 1.8601 1.9360 1.03 3.83 0.73 -0.610
C 0.2420 4.0150 2.6845 0.30 0.66 -0.07 0.236
Cl -0.7274 3.6955 4.0447 0.25 0.07 -0.14 -0.095
C 0.8561 5.2456 2.4807 -0.36 -0.60 -1.56 0.298
Cl 0.6450 6.4846 3.5854 0.24 0.68 0.44 -0.133
S -1.0162 -1.1946 2.5916 -0.03 -0.73 -0.02 -0.166
C 0.2216 -2.2481 3.0829 -1.10 -0.01 -0.47 0.292
C -0.1554 -3.6018 3.2200 -0.32 -0.19 1.03 -0.016
N -0.5671 -4.6594 3.3900 0.02 -0.47 -0.20 -0.377
C 1.5219 -1.8414 3.2137 2.41 2.62 -0.21 0.632
S 1.9699 -0.2659 2.5290 1.11 -1.92 1.70 -0.278
C 2.5602 -2.5257 3.9696 1.47 -2.09 0.72 -0.125
N 3.3793 -3.1766 4.5214 -2.49 2.19 -1.62 -0.400
C 0.9782 -3.1517 -0.3018 -1.21 -0.65 -0.41 -1.084
As 1.1313 -1.2948 -0.6782 0.04 -1.22 -1.18 0.658
C 2.9678 -1.0776 -1.1672 0.46 -1.08 0.21 -1.198
C 0.0249 -1.3064 -2.3132 -0.66 1.18 1.01 0.308
C 0.3527 -2.1543 -3.3983 -1.66 2.22 0.23 -0.738
C -0.6663 -2.2753 -4.3346 -1.44 0.26 0.60 -0.494
C -1.9343 -1.6027 -4.1991 0.75 -0.99 -1.50 -0.649
C -2.1689 -0.6862 -3.2216 0.25 0.57 1.19 -0.462
C -1.2021 -0.5580 -2.2052 0.76 -1.33 -0.50 -0.112
As -1.7642 0.1309 -0.4767 -0.56 -0.29 0.67 0.632
C -2.5979 1.8766 -0.5383 -2.00 -0.08 -0.35 -1.018
C -3.2171 -1.0776 0.1611 0.98 -0.40 -1.08 -1.227
H 0.0810 -3.5300 -0.8313 0.32 0.27 0.48 0.347
H 0.8645 -3.3333 0.7530 0.16 -0.17 0.28 0.257
H 1.7907 -3.6981 -0.7211 0.83 -0.43 -0.09 0.474
H 3.1760 -0.0268 -1.2489 0.47 0.23 -0.23 0.367
H 3.2336 -1.6781 -2.0301 -0.17 0.37 -0.62 0.435
H 3.5813 -1.5727 -0.4025 -0.24 0.58 0.30 0.361
H 1.3692 -2.4718 -3.5297 0.08 -0.69 -0.05 0.407
H -0.6056 -2.9644 -5.1438 0.34 -0.31 -0.61 0.424
H -2.7344 -1.8095 -4.9325 0.71 0.10 0.32 0.366
H -3.0882 -0.0857 -3.1499 0.31 -0.53 -0.23 0.398
H -2.8509 2.1109 -1.6020 0.38 0.35 0.98 0.358
H -2.0177 2.6141 0.0159 0.28 0.02 -0.60 0.229
H -3.5785 1.8336 0.0373 1.10 -0.22 -0.80 0.380
H -3.9905 -1.0884 -0.6319 -0.01 0.19 0.90 0.430
H -3.4821 -0.7441 1.1866 -0.19 -0.31 -0.91 0.433
H -2.7543 -2.0977 0.1612 -0.45 0.85 0.31 0.353
```
Forces are in eV/Å.



[4]
Below is C20H16B3Ba2Br8O24 as an isolated structure in a non-equilibrium geometry, with properties calculated with the ωB97M-V functional and the def2-TZVPD basis.

Properties
Charge: +1
HOMO-LUMO gap: 5.7 eV
LUMO level: -5.094 eV
HOMO: -10.84 eV
ΔE to the lowest compared entry with this formula, charge and spin: 0.292 eV

```
73
Properties=species:S:1:pos:R:3:forces:R:3:mulliken_charge:R:1
Ba -1.3385 -6.2977 2.9313 0.77 1.44 -0.52 1.883
Ba 2.4243 -0.7966 -4.1718 -0.14 1.58 0.71 1.830
O 3.7798 7.9918 -3.8206 0.03 0.39 -0.34 -0.535
C 3.1101 7.0186 -3.7189 0.93 -0.22 0.35 0.417
O 3.4470 5.7875 -4.1325 -0.91 -0.10 -0.04 -0.554
B 2.3888 4.8759 -3.6765 1.24 0.42 -0.02 0.897
O 1.4368 5.6273 -2.9252 -0.44 -0.22 -0.28 -0.346
C 1.8263 6.9115 -2.9016 0.03 -0.42 -0.22 0.571
O 1.3015 7.7769 -2.3015 -0.57 0.75 0.46 -0.537
O 3.0323 3.8442 -2.7749 0.27 -0.28 0.46 -0.433
C 2.9232 2.6694 -3.2616 -0.56 0.58 -0.53 0.716
O 3.3036 1.6140 -2.7931 -0.03 -0.88 -0.43 -0.613
C 2.1233 2.8144 -4.5894 -0.42 0.15 0.07 0.593
O 1.8623 4.0628 -4.8055 -0.06 -0.25 0.31 -0.350
O 1.7333 1.8872 -5.2648 0.53 -1.10 -0.07 -0.643
O 2.6779 -1.0032 -1.3825 -0.54 0.06 0.48 -0.637
C 2.8018 -2.1167 -0.9432 1.17 -0.55 -0.71 0.518
O 2.5727 -2.6688 0.2092 -0.47 0.35 0.06 -0.492
B 2.9803 -4.1115 0.1481 0.60 0.63 1.34 1.300
O 3.6304 -4.3036 -1.1411 -0.43 0.20 -0.03 -0.341
C 3.4753 -3.1927 -1.8167 0.09 -0.24 -0.51 0.598
O 3.7920 -2.9990 -2.9673 -0.21 0.10 -0.22 -0.719
O 3.8401 -4.4176 1.2922 0.15 0.11 -0.36 -0.589
C 3.2898 -5.3083 2.0948 -0.04 -0.22 -0.89 0.612
O 3.7305 -5.7568 3.0989 -0.20 -0.11 0.30 -0.539
C 1.8992 -5.6482 1.4414 1.51 1.56 1.05 0.592
O 1.7630 -4.9141 0.3824 -0.94 -1.23 -0.19 -0.513
O 1.0773 -6.3018 2.0472 -1.48 -0.75 -0.53 -0.740
O -1.4389 -3.8074 1.4994 -0.21 -1.36 0.71 -0.259
C -1.2043 -2.7539 0.9554 0.54 0.32 -0.83 -0.336
O -1.2965 -2.5305 -0.3310 -0.07 -0.07 0.50 -0.314
B -0.9490 -1.0963 -0.5709 -0.62 0.46 -0.22 1.674
O -0.3755 -0.6250 0.6955 0.13 0.52 -1.02 -0.485
C -0.5868 -1.5022 1.6206 -0.10 -0.77 0.69 0.824
O -0.3065 -1.4397 2.7766 0.02 0.09 0.45 -0.541
O -0.0878 -0.9240 -1.7473 0.66 -0.57 0.10 -0.634
C -0.6457 -0.1123 -2.6167 -0.18 0.14 0.07 0.689
O -0.1234 0.2780 -3.6343 0.27 -0.59 0.06 -0.791
C -2.0335 0.2550 -2.0719 0.41 1.15 -0.62 0.233
O -2.1600 -0.3389 -0.9073 0.00 -0.29 0.37 -0.670
O -2.7530 1.0405 -2.6005 -0.39 -0.26 0.08 -0.591
Br -4.8555 -2.6476 1.9403 -0.11 -0.59 -0.30 -0.226
C -5.0681 -2.8677 0.0047 0.51 0.43 -0.64 -0.421
C -5.0156 -1.4959 -0.6534 -0.88 -0.30 -0.26 0.289
Br -5.5264 -1.7412 -2.5561 0.50 0.02 0.48 -0.153
H -5.9569 -3.4432 -0.2285 -0.22 0.20 0.32 0.482
H -4.2103 -3.4108 -0.3901 0.03 -0.22 0.37 0.265
H -4.0269 -1.0633 -0.5755 -0.16 0.02 -0.22 -0.363
H -5.7663 -0.7919 -0.3106 0.02 -0.10 0.29 0.438
Br -3.8401 5.2288 -2.9133 0.34 -0.32 -0.09 -0.128
C -2.0783 4.4864 -2.5548 1.10 -0.21 0.54 -0.556
C -2.1004 3.8405 -1.1685 -0.70 0.95 -0.51 -0.549
Br -0.3313 3.3064 -0.5343 -0.30 -0.21 -0.31 -0.196
H -1.3614 5.3054 -2.5494 -0.19 0.14 -0.08 0.385
H -1.7374 3.7752 -3.3046 -0.54 0.03 -0.25 0.322
H -2.7910 3.0037 -1.1742 0.23 -0.19 0.29 0.267
H -2.4481 4.6277 -0.5035 0.08 -0.33 0.39 0.496
Br -3.8643 0.6129 2.1802 0.35 0.40 0.64 -0.155
C -2.2563 1.2089 3.1603 0.34 0.07 -0.77 -0.326
C -2.4076 2.4779 3.9468 -0.73 -0.19 0.15 -0.621
Br -3.3321 2.1366 5.6524 0.18 0.17 -0.42 -0.181
H -1.5887 1.3965 2.3193 0.23 0.00 0.18 0.071
H -1.8777 0.3825 3.7524 -0.17 -0.08 -0.04 0.395
H -2.9956 3.1943 3.3788 -0.03 0.11 0.22 0.375
H -1.4439 2.9112 4.1965 0.06 -0.12 0.03 0.421
Br 0.8350 -3.9091 4.4821 -0.30 -0.37 -0.12 -0.232
C 2.5576 -3.2633 5.1754 0.26 0.87 -0.14 -0.657
C 2.4639 -1.7552 5.1610 -0.39 0.65 1.03 -0.614
Br 4.1849 -1.1620 5.9113 -0.46 0.04 -0.48 -0.120
H 3.3761 -3.5936 4.5431 -0.26 -0.40 -0.11 0.376
H 2.6690 -3.6245 6.1908 -0.11 -0.21 -0.06 0.457
H 1.7065 -1.3722 5.8476 0.17 -0.38 0.32 0.422
H 2.1633 -1.2417 4.2493 0.83 -0.42 -0.47 0.289
```
Forces are in eV/Å.



Which value of charge does entry 3 give? +1



Look up the charge of the second one. -1



Number 3 is which compound? C20H16As2Cl5N2OPtS2



Which of these has the lowest charge? C20H16AgN8O2